Here is a molecular structure, C2H4O2S at a distorted geometry from the OMol25 dataset. Energies are from ωB97M-V/def2-TZVPD.

```
9
Properties=species:S:1:pos:R:3
C 0.97 0.25 -1.28
C -0.47 0.17 0.18
O 0.96 1.94 -3.40
O -1.14 1.53 -2.27
S 0.31 1.46 -2.22
H 1.99 0.28 -0.85
H -0.81 -0.76 -0.19
H -1.09 1.08 -0.02
H 0.01 -0.02 1.15
```

Gap between HOMO and LUMO (spin up / spin down): 9.140 / 9.139 eV
E_tot: -17064.4182 eV
HOMO (spin up / spin down): -0.37044 / -0.37041 Eh
Energy relative to the best compared isomer or geometry (same formula, charge and spin): 111.90 kcal/mol

Atom charges from the Mulliken analysis, given in e for atoms 1 to 4: atom 1 (C): -0.324, atom 2 (C): -0.796, atom 3 (O): -0.496, atom 4 (O): -0.489

Here is a molecular structure, C2H4O2S at a distorted geometry from the OMol25 dataset. Energies are from ωB97M-V/def2-TZVPD.

```
9
Properties=species:S:1:pos:R:3
C 0.20 0.86 0.19
C -1.40 -0.33 -0.05
O 2.76 0.76 -0.11
O 1.59 -1.37 0.31
S 1.56 0.00 -0.08
H -0.01 1.76 -0.18
H -1.03 -1.20 0.37
H -1.60 -0.47 -1.10
H -2.08 -0.01 0.64
```

Gap between HOMO and LUMO: 9.212 eV
E_tot: -17064.5544 eV
HOMO: -0.36651 Eh
Energy relative to the best compared isomer or geometry (same formula, charge and spin): 108.76 kcal/mol

Atom charges from the Mulliken analysis, given in e for atoms 1 to 4: atom 1 (C): -0.402, atom 2 (C): -0.917, atom 3 (O): -0.483, atom 4 (O): -0.473

Here is a single C2H4O2S2 molecule at a distorted geometry from the OMol25 dataset. Energies are from ωB97M-V/def2-TZVPD.

```
10
Properties=species:S:1:pos:R:3
C 0.41 0.24 -0.32
C -0.75 1.27 -0.21
O -1.31 1.82 -1.13
O -1.14 1.42 1.00
S 0.43 -1.24 1.07
S 1.83 -2.78 0.58
H 0.21 -0.24 -1.26
H 1.28 0.76 -0.41
H 0.91 -3.26 -0.13
H -1.87 2.00 0.82
```

Gap between HOMO and LUMO: 9.515 eV
E_tot: -27903.4696 eV
HOMO: -0.35231 Eh
Energy relative to the best compared isomer or geometry (same formula, charge and spin): 19.98 kcal/mol
SMILES string: O=C(O)CSS

Atom charges from the Mulliken analysis, given in e for atoms 1 to 4: atom 1 (C): -0.644, atom 2 (C): 0.599, atom 3 (O): -0.585, atom 4 (O): -0.375

Here is a molecular structure, C2H4O2S3 at a distorted geometry from the OMol25 dataset. Energies are from ωB97M-V/def2-TZVPD.

```
11
Properties=species:S:1:pos:R:3
C 1.22 0.87 0.17
C -0.32 -0.23 0.41
O 1.78 1.16 1.17
O -0.71 0.64 -2.23
S -1.03 0.14 1.99
S 0.29 -1.90 -0.01
S -1.56 0.40 -0.90
H 1.49 1.21 -0.79
H -1.21 0.09 -2.97
H 0.31 0.28 2.29
H -0.26 -2.67 0.87
```

Gap between HOMO and LUMO: 8.823 eV
E_tot: -38736.4291 eV
HOMO: -0.31680 Eh
Energy relative to the best compared isomer or geometry (same formula, charge and spin): 57.77 kcal/mol

Atom charges from the Mulliken analysis, given in e for atoms 1 to 4: atom 1 (C): 0.043, atom 2 (C): -0.054, atom 3 (O): -0.417, atom 4 (O): -0.451

Here is 2 unconnected molecules or ions with the total composition C2H4O3 at a distorted geometry from the OMol25 dataset. Energies are from ωB97M-V/def2-TZVPD.

```
9
Properties=species:S:1:pos:R:3
C -1.75 -1.16 0.77
C 0.94 0.26 -0.64
O -0.98 -1.45 1.87
O -2.22 -2.15 1.52
O -2.25 0.09 0.48
H 1.80 0.81 -1.04
H 0.70 -0.80 -0.73
H 0.08 0.64 0.03
H -3.01 0.32 1.05
```

Gap between HOMO and LUMO (spin up / spin down): 9.844 / 8.048 eV
E_tot: -8273.0047 eV
HOMO (spin up / spin down): -0.35508 / -0.32261 Eh
Energy relative to the best compared isomer or geometry (same formula, charge and spin): 197.27 kcal/mol

Atom charges from the Mulliken analysis, given in e for atoms 1 to 4: atom 1 (C): 0.481, atom 2 (C): -0.713, atom 3 (O): -0.183, atom 4 (O): -0.238

Here is a single C2H4O3 molecule at a distorted geometry from the OMol25 dataset. Energies are from ωB97M-V/def2-TZVPD.

```
9
Properties=species:S:1:pos:R:3
C -0.91 0.16 0.40
C 0.43 0.48 -0.45
H 0.09 -1.37 0.39
H -0.76 0.75 1.53
H -1.90 0.45 -0.17
H 1.82 -0.44 -1.28
O -0.65 -1.18 1.00
O 1.26 -0.43 -0.41
O 0.62 1.58 -1.00
```

Gap between HOMO and LUMO: 10.679 eV
E_tot: -8279.3161 eV
HOMO: -0.38397 Eh
Energy relative to the best compared isomer or geometry (same formula, charge and spin): 51.73 kcal/mol
SMILES string: O=C(O)CO

Atom charges from the Mulliken analysis, given in e for atoms 1 to 4: atom 1 (C): -0.251, atom 2 (C): 0.542, atom 3 (H): 0.361, atom 4 (H): 0.219

Here is a single C2H4O3 molecule at a distorted geometry from the OMol25 dataset. Energies are from ωB97M-V/def2-TZVPD.

```
9
Properties=species:S:1:pos:R:3
C 0.10 0.63 -0.21
C -0.91 -0.29 0.50
H 1.55 0.14 -1.39
H -0.38 0.95 -1.10
H 0.24 1.56 0.38
H 0.56 -1.49 0.63
O 1.24 -0.10 -0.47
O -0.36 -1.40 0.96
O -2.04 -0.01 0.69
```

Gap between HOMO and LUMO: 10.630 eV
E_tot: -8281.1459 eV
HOMO: -0.37878 Eh
Energy relative to the best compared isomer or geometry (same formula, charge and spin): 9.53 kcal/mol
SMILES string: O=C(O)CO

Atom charges from the Mulliken analysis, given in e for atoms 1 to 4: atom 1 (C): -0.088, atom 2 (C): 0.476, atom 3 (H): 0.332, atom 4 (H): 0.290

Here is 2 unconnected molecules or ions with the total composition C2H4O3P at a distorted geometry from the OMol25 dataset. Energies are from ωB97M-V/def2-TZVPD.

```
10
Properties=species:S:1:pos:R:3
C 1.73 0.35 -1.98
C 0.14 -0.62 0.13
O 2.67 -0.19 -1.57
O 1.07 0.91 -2.79
O -1.32 -0.57 0.14
P -2.17 0.31 1.06
H 0.48 0.10 1.07
H 0.40 -1.66 0.39
H -1.79 -0.01 2.39
H -1.21 1.38 1.15
```

Gap between HOMO and LUMO: 6.086 eV
E_tot: -17568.7093 eV
Charge: -1
HOMO: -0.08013 Eh
Energy relative to the best compared isomer or geometry (same formula, charge and spin): 104.33 kcal/mol

Atom charges from the Mulliken analysis, given in e for atoms 1 to 4: atom 1 (C): 0.389, atom 2 (C): -0.639, atom 3 (O): -0.330, atom 4 (O): -0.334

Here is a molecular structure, C2H4O3P at a distorted geometry from the OMol25 dataset. Energies are from ωB97M-V/def2-TZVPD.

```
10
Properties=species:S:1:pos:R:3
C 0.69 -0.25 0.16
C -0.41 -0.10 -1.54
O 0.32 -0.49 2.95
O -1.36 1.09 1.69
O 1.10 1.01 0.75
P -0.14 0.17 1.69
H 1.47 -0.92 -0.23
H -0.69 -1.14 -1.50
H 0.29 0.09 -2.35
H -1.28 0.54 -1.61
```

Gap between HOMO and LUMO: 8.879 eV
E_tot: -17570.8965 eV
Charge: -1
HOMO: -0.17069 Eh
Energy relative to the best compared isomer or geometry (same formula, charge and spin): 53.89 kcal/mol

Atom charges from the Mulliken analysis, given in e for atoms 1 to 4: atom 1 (C): -0.082, atom 2 (C): -0.975, atom 3 (O): -0.712, atom 4 (O): -0.702

Here is a gas-phase ion, C2H4O3P (charge -1) at a distorted geometry from the OMol25 dataset. Energies are from ωB97M-V/def2-TZVPD.

```
10
Properties=species:S:1:pos:R:3
C -0.65 0.39 -0.04
C 0.40 1.14 -0.68
O -0.45 -2.29 -0.51
O -1.81 0.71 0.16
O 1.53 -1.13 1.01
P -0.09 -1.28 0.53
H 0.91 0.44 -1.36
H 1.05 1.07 0.24
H 0.19 2.22 -1.05
H -1.08 -1.28 1.70
```

Gap between HOMO and LUMO: 8.565 eV
E_tot: -17571.7841 eV
Charge: -1
HOMO: -0.16432 Eh
Energy relative to the best compared isomer or geometry (same formula, charge and spin): 33.43 kcal/mol
SMILES string: CC(=O)[P@@H](=O)[O-]

Atom charges from the Mulliken analysis, given in e for atoms 1 to 4: atom 1 (C): 0.519, atom 2 (C): -0.895, atom 3 (O): -0.677, atom 4 (O): -0.574

Here is a gas-phase ion, C2H4O3P (charge -1) at a distorted geometry from the OMol25 dataset. Energies are from ωB97M-V/def2-TZVPD.

```
10
Properties=species:S:1:pos:R:3
C 1.96 -0.35 0.53
C 0.72 0.10 0.18
O -2.94 -0.55 0.18
O -0.38 -0.66 0.05
O -1.43 1.46 -0.41
P -1.76 0.05 -0.49
H 2.70 0.38 0.75
H 2.33 -1.35 0.80
H 0.71 1.17 0.25
H -1.89 -0.24 -1.83
```

Gap between HOMO and LUMO: 9.347 eV
E_tot: -17572.9337 eV
Charge: -1
HOMO: -0.19108 Eh
Energy relative to the best compared isomer or geometry (same formula, charge and spin): 6.91 kcal/mol
SMILES string: C=CO[P@@H](=O)[O-]

Atom charges from the Mulliken analysis, given in e for atoms 1 to 4: atom 1 (C): -0.750, atom 2 (C): 0.122, atom 3 (O): -0.680, atom 4 (O): -0.270

Here is 2 unconnected molecules or ions with the total composition C2H4O3P at a distorted geometry from the OMol25 dataset. Energies are from ωB97M-V/def2-TZVPD.

```
10
Properties=species:S:1:pos:R:3
C -3.51 1.21 1.02
C 0.25 0.29 -0.88
O 2.30 0.36 0.96
O -2.85 0.29 1.23
O 0.47 -1.40 1.25
P 1.35 -0.58 0.38
H 1.93 -1.47 -0.59
H -0.62 0.85 -0.35
H 0.86 1.03 -1.52
H -0.17 -0.59 -1.52
```

Gap between HOMO and LUMO: 8.274 eV
E_tot: -17572.4190 eV
Charge: -1
HOMO: -0.16246 Eh
Energy relative to the best compared isomer or geometry (same formula, charge and spin): 18.78 kcal/mol

Atom charges from the Mulliken analysis, given in e for atoms 1 to 4: atom 1 (C): 0.065, atom 2 (C): -0.641, atom 3 (O): -0.701, atom 4 (O): -0.065